89
Properties=species:S:1:pos:R:3:forces:R:3:mulliken_charge:R:1 method="wB97M-V/def2-TZVPD" homo_energy_ev=-7.548 de_lowest_ev=0.848
Sc -0.204 0.676 -0.162 0.0682 0.3120 0.1663 -0.96
O -0.994 2.977 3.545 -0.0836 0.0198 0.0819 -0.81
C -1.654 2.030 4.258 0.0134 0.0561 0.0104 0.52
C -1.998 2.313 5.576 0.0402 0.0403 -0.0233 -0.72
C -2.666 1.369 6.338 -0.0234 0.0001 0.0036 -0.33
C -2.990 0.128 5.805 0.0073 0.0076 0.0207 -0.91
C -2.641 -0.152 4.492 0.0465 -0.0301 -0.0346 -0.42
C -1.989 0.791 3.705 -0.0519 -0.0542 0.0549 -0.07
C -1.697 0.464 2.265 0.0411 0.0157 -0.0935 2.71
O -0.554 1.080 1.767 0.1329 -0.1949 -0.1051 -0.64
N -2.837 0.937 1.425 -0.0095 0.1110 0.0104 -0.39
N -2.470 1.321 0.190 0.0989 -0.2517 -0.0086 0.12
C -3.322 1.604 -0.712 0.0145 0.1216 0.0086 -0.53
C -2.878 2.177 -1.973 -0.0516 -0.0223 -0.0231 0.23
Br -1.201 3.103 -1.889 0.0993 -0.1297 0.0503 -0.21
C -3.553 2.183 -3.117 0.0431 0.0527 -0.1519 -0.87
C -4.803 1.442 -3.346 -0.0455 -0.0148 0.0118 0.32
C -5.804 2.022 -4.129 0.0032 -0.0125 0.0074 -0.60
C -6.992 1.350 -4.363 0.0008 0.0162 -0.0078 -0.53
C -7.188 0.081 -3.833 -0.0091 0.0020 -0.0163 -0.44
C -6.189 -0.512 -3.074 -0.0008 -0.0140 0.0195 -0.78
C -4.999 0.160 -2.830 0.0049 0.0102 0.0084 0.07
H -0.704 2.547 2.716 0.0369 -0.0235 -0.0018 0.37
H -1.726 3.279 5.982 -0.0156 -0.0287 -0.0035 0.45
H -2.930 1.606 7.361 0.0091 -0.0150 -0.0079 0.38
H -3.495 -0.617 6.405 0.0042 0.0222 -0.0041 0.43
H -2.862 -1.124 4.060 -0.0028 0.0330 0.0133 0.42
H -1.612 -0.624 2.160 -0.0500 -0.0646 -0.0220 -1.03
H -3.690 0.392 1.483 0.0145 0.0039 0.0093 0.39
H -4.393 1.491 -0.565 -0.0099 0.0026 0.0419 0.61
H -3.163 2.755 -3.951 -0.0158 0.0049 0.0250 0.44
H -5.649 3.011 -4.544 -0.0009 -0.0192 0.0003 0.44
H -7.765 1.815 -4.963 0.0184 -0.0159 0.0116 0.37
H -8.113 -0.448 -4.024 0.0135 0.0064 0.0110 0.40
H -6.328 -1.509 -2.676 0.0059 0.0129 -0.0056 0.43
H -4.215 -0.329 -2.261 -0.0071 -0.0010 -0.0313 0.59
C 3.976 0.408 2.037 -0.0223 -0.0816 0.0360 -1.14
As 2.262 -0.207 1.325 -0.1865 0.0749 -0.0748 0.80
C 1.545 -1.207 2.826 0.1136 -0.0210 -0.0991 -1.11
C 2.841 -1.619 0.118 0.0281 0.0074 -0.0393 0.04
C 3.284 -2.848 0.589 0.0356 -0.0259 -0.0265 -0.29
C 3.592 -3.874 -0.293 0.0168 0.0057 0.0116 -0.79
C 3.445 -3.676 -1.657 0.0100 -0.0024 -0.0143 -0.73
C 3.009 -2.450 -2.140 0.0171 -0.0362 0.0057 -0.31
C 2.714 -1.413 -1.262 0.0868 -0.0171 0.0200 0.17
As 2.094 0.316 -1.917 -0.2409 0.0426 0.0335 1.04
C 3.773 1.306 -1.988 0.0210 -0.0865 -0.0093 -0.92
C 1.745 -0.036 -3.792 0.0356 0.0081 0.0389 -1.38
H 4.583 -0.449 2.326 0.0000 -0.0075 0.0099 0.36
H 3.800 1.035 2.909 -0.0381 0.0248 0.0022 0.41
H 4.512 0.988 1.288 -0.0060 0.0001 -0.0126 0.30
H 2.324 -1.770 3.337 0.0132 -0.0318 0.0286 0.52
H 0.774 -1.883 2.453 -0.0221 0.0356 0.0457 0.00
H 1.091 -0.498 3.516 -0.0233 0.0294 0.0091 0.44
H 3.373 -3.023 1.655 -0.0054 0.0143 -0.0019 0.34
H 3.930 -4.831 0.086 -0.0111 0.0145 -0.0049 0.42
H 3.660 -4.480 -2.351 -0.0020 0.0143 0.0138 0.40
H 2.884 -2.323 -3.206 -0.0041 0.0149 0.0022 0.31
H 4.511 0.746 -2.559 0.0199 -0.0111 -0.0240 0.34
H 4.144 1.451 -0.976 0.0008 0.0191 0.0170 0.17
H 3.613 2.279 -2.448 -0.0371 0.0174 -0.0143 0.43
H 2.627 -0.417 -4.302 0.0325 -0.0096 -0.0096 0.43
H 1.438 0.898 -4.260 -0.0384 0.0237 0.0062 0.41
H 0.925 -0.749 -3.853 -0.0027 -0.0062 -0.0033 0.35
C 0.227 -4.482 0.498 0.0035 -0.0254 0.0170 -1.18
N -1.171 -4.824 0.326 -0.0946 0.0238 -0.0167 0.57
C -1.393 -6.050 -0.425 0.0868 -0.0035 -0.0091 -1.28
C -2.140 -4.268 1.102 -0.0241 -0.1499 -0.1938 0.22
S -1.785 -3.424 2.508 0.0309 0.0407 0.1626 -0.35
N -3.419 -4.471 0.679 0.0874 0.0451 -0.0176 0.22
C -3.759 -4.516 -0.743 -0.1075 -0.0001 0.0625 -1.25
C -4.520 -4.080 1.539 -0.0259 -0.0292 -0.0212 -1.03
H 0.707 -4.499 -0.482 -0.0002 0.0059 -0.0013 0.49
H 0.728 -5.195 1.163 0.0014 0.0079 0.0096 0.44
H 0.313 -3.485 0.916 0.0020 -0.0188 -0.0551 -0.21
H -0.634 -6.781 -0.136 0.0153 0.0147 0.0233 0.39
H -1.321 -5.890 -1.504 0.0325 0.0279 0.0301 0.32
H -2.370 -6.461 -0.193 0.0142 -0.0573 0.0253 0.40
H -2.877 -4.350 -1.352 -0.0444 0.0153 -0.0106 0.37
H -4.454 -3.706 -0.964 -0.0011 -0.0089 0.0227 0.38
H -4.222 -5.469 -1.014 0.0031 -0.0073 0.0310 0.31
H -4.304 -4.346 2.570 -0.0192 0.0059 -0.0314 0.41
H -5.414 -4.605 1.203 -0.0213 -0.0068 -0.0071 0.34
H -4.698 -3.001 1.490 0.0109 0.0106 -0.0044 0.25
O -1.054 -0.057 -1.971 -0.1130 0.0129 -0.1638 -0.50
Se -1.322 -1.606 -1.378 0.3857 0.2476 0.4654 0.99
O -0.675 -2.733 -2.306 0.0366 -0.1873 -0.1392 -0.75
O -0.365 -1.323 0.018 -0.2395 0.0330 -0.0730 0.71
O -2.852 -1.783 -0.929 -0.1498 0.0343 -0.0781 -0.72



84
Properties=species:S:1:pos:R:3:forces:R:3:lowdin_spin:R:1 method="wB97M-V/def2-TZVPD" multiplicity=2 homo_energy_ev="-12.092 / -12.008" s2=0.79 de_lowest_ev=2.836 total_charge=+2
Fe 0.402 -0.401 2.658 1.6555 0.8108 -0.4982 0.76
N 4.177 -0.045 0.764 -0.2534 0.0328 0.1972 0.00
C 3.132 -0.232 1.592 0.6856 0.2620 -0.5437 0.01
S 1.682 0.721 1.273 -0.8920 -0.2571 0.8621 0.10
N 3.246 -1.052 2.578 -0.9644 -0.2822 0.3169 0.01
N 2.041 -1.131 3.272 1.1052 0.0343 -0.2099 -0.01
C 2.092 -1.607 4.465 -0.0940 -0.3144 0.5831 0.00
C 3.279 -2.095 5.194 -0.1712 0.0866 -0.2914 0.00
C 3.442 -1.712 6.526 0.0230 0.0868 0.1555 0.00
C 4.556 -2.122 7.240 -0.0384 -0.0029 -0.0716 0.00
C 5.498 -2.941 6.633 0.0162 -0.0106 -0.0068 0.00
C 5.331 -3.340 5.312 -0.0238 -0.0003 0.0282 0.00
C 4.234 -2.910 4.587 0.0350 -0.1147 -0.0199 0.00
C 0.768 -1.576 5.128 0.3891 -0.1320 0.0722 0.00
C 0.418 -2.395 6.180 -0.0584 -0.0083 0.1708 0.00
C -0.869 -2.302 6.695 0.0492 -0.0853 0.0640 0.01
C -1.754 -1.392 6.144 -0.0214 0.1074 -0.0047 0.00
C -1.330 -0.621 5.077 0.1139 0.2473 -0.0150 0.00
N -0.091 -0.710 4.576 -0.9400 -0.1446 -0.3643 0.00
H 4.163 0.688 0.078 -0.0066 -0.0012 -0.0095 0.00
H 5.059 -0.467 1.007 0.0259 -0.0098 -0.0524 0.00
H 2.715 -1.066 7.004 0.0136 -0.0009 -0.0142 0.00
H 4.689 -1.803 8.265 -0.0062 -0.0026 -0.0089 0.00
H 6.364 -3.271 7.191 -0.0046 0.0022 -0.0100 0.00
H 6.063 -3.985 4.844 -0.0063 0.0026 0.0067 0.00
H 4.109 -3.218 3.560 0.0124 0.0259 -0.0112 0.00
H 1.139 -3.091 6.582 -0.0037 0.0071 0.0051 0.00
H -1.171 -2.933 7.520 -0.0029 0.0088 -0.0205 0.00
H -2.759 -1.280 6.523 0.0089 0.0137 -0.0001 0.00
H -1.986 0.110 4.621 -0.0195 -0.0567 -0.0812 0.00
C -2.425 -3.952 2.075 0.0284 -0.1401 0.2859 0.00
As -1.739 -2.563 0.990 -0.0837 -0.0394 -0.3116 0.00
C -0.856 -3.327 -0.492 0.3850 -0.1622 -0.1420 0.00
C -3.162 -1.466 0.409 -0.2342 0.3760 0.1590 0.00
O -0.645 -1.660 1.901 -0.3762 -0.2026 0.1927 0.05
H -3.126 -4.551 1.495 -0.0069 0.0083 -0.0017 0.00
H -2.932 -3.515 2.933 -0.0294 -0.0492 0.0188 0.00
H -1.596 -4.573 2.408 -0.0361 -0.0472 0.0327 0.00
H -1.591 -3.760 -1.170 -0.0174 0.0244 0.0187 0.00
H -0.188 -4.105 -0.127 0.0276 -0.0198 -0.0560 0.00
H -0.288 -2.543 -0.992 -0.0440 0.0044 -0.0519 0.00
H -3.696 -1.947 -0.409 0.0334 -0.0334 -0.0128 0.00
H -2.741 -0.517 0.078 -0.0330 -0.0146 -0.1021 0.00
H -3.841 -1.303 1.245 -0.0444 0.0156 -0.0205 0.00
C -1.913 5.708 -2.424 -0.0319 0.0598 0.0131 0.00
C -2.193 4.351 -1.789 0.0168 0.0032 0.0000 0.00
C -1.080 3.850 -0.873 -0.0011 0.0043 0.1102 0.00
C 0.259 3.581 -1.551 -0.0399 -0.1377 -0.3410 0.00
N 0.150 2.654 -2.693 0.1125 0.3393 0.1243 0.00
C -0.132 1.344 -2.610 -0.0659 -0.2377 0.5263 0.00
Se -0.260 0.356 -1.015 -0.0637 0.1480 -0.4994 0.05
N -0.204 0.840 -3.850 0.0649 -0.2410 -0.3574 0.00
C -0.462 -0.569 -4.186 -0.0372 0.2984 0.0087 0.00
C -1.915 -0.958 -3.946 -0.0512 -0.0297 0.0084 0.00
C -2.914 -0.180 -4.803 0.0547 -0.0359 -0.0245 0.00
C -2.878 -0.564 -6.278 -0.0295 -0.0132 -0.0548 0.00
C 0.073 1.852 -4.770 -0.1198 -0.3485 -0.2094 0.00
C 0.139 1.840 -6.164 0.0232 -0.0018 0.2186 0.00
C 0.472 3.028 -6.775 0.0631 0.2743 0.0283 0.00
C 0.738 4.192 -6.028 -0.0162 -0.1396 -0.2369 0.00
C 0.665 4.201 -4.654 -0.0682 -0.1748 0.1462 0.00
C 0.311 3.000 -4.037 0.0026 0.3034 0.2287 0.00
H -2.795 6.090 -2.936 -0.0003 -0.0147 0.0019 0.00
H -1.114 5.667 -3.163 0.0395 -0.0202 -0.0018 0.00
H -1.630 6.443 -1.665 -0.0137 -0.0207 -0.0140 0.00
H -2.400 3.604 -2.563 0.0128 0.0251 -0.0162 0.00
H -3.105 4.423 -1.193 0.0001 -0.0274 0.0019 0.00
H -1.397 2.934 -0.370 -0.0162 0.0363 -0.0249 0.00
H -0.892 4.591 -0.090 0.0021 -0.0102 -0.0177 0.00
H 0.973 3.155 -0.848 -0.0039 -0.0312 0.0557 0.00
H 0.693 4.498 -1.945 -0.0084 0.0040 -0.0175 0.00
H 0.225 -1.178 -3.601 -0.0166 -0.0359 0.0820 0.00
H -0.197 -0.690 -5.234 0.0282 0.0023 -0.0060 0.00
H -2.140 -0.821 -2.884 0.0349 0.0110 -0.0556 0.00
H -2.001 -2.029 -4.157 -0.0284 0.0101 -0.0096 0.00
H -2.735 0.894 -4.689 -0.0234 -0.0104 0.0079 0.00
H -3.917 -0.360 -4.413 -0.0173 -0.0056 0.0074 0.00
H -1.933 -0.302 -6.757 0.0199 -0.0120 0.0308 0.00
H -3.663 -0.058 -6.837 0.0018 0.0146 0.0258 0.00
H -3.023 -1.639 -6.406 -0.0088 0.0092 0.0119 0.00
H -0.050 0.949 -6.744 0.0005 -0.0171 0.0010 0.00
H 0.538 3.069 -7.854 0.0046 0.0051 0.0125 0.00
H 1.012 5.100 -6.548 -0.0089 -0.0178 -0.0081 0.00
H 0.884 5.096 -4.090 -0.0074 0.0096 0.0057 0.00